Record 1
C18H29HfN2O5P2S | the ωB97M-V functional and the def2-TZVPD basis

## Properties
Charge: +1
HOMO level: -10.04 eV
Energy: -2317.66935 hartree
Energy above the lowest of the compared OMol25 structures with the same formula, charge and spin: 26.49 kcal per mole

```
58
Properties=species:S:1:pos:R:3:mulliken_charge:R:1
C 0.98373 -1.37985 -4.36496 -1.16
C 0.97556 -0.95445 -3.02231 0.82
N -0.21653 -0.80068 -2.33810 0.15
C -1.36896 -1.09374 -2.97736 0.85
C -1.39690 -1.50926 -4.30371 -0.94
C -0.20729 -1.64198 -5.01410 -0.49
C 2.21794 -0.52411 -2.43109 -1.29
P 2.37486 -0.32238 -0.65990 0.87
Hf -0.15211 -0.06010 -0.11658 0.72
P -2.68219 -0.03103 -0.74019 0.93
C -2.70024 -1.05222 -2.26298 -1.30
O 1.87349 2.02475 -3.41866 -0.69
O -0.67373 2.40056 -2.91653 -0.60
H 1.95842 -1.47775 -4.84605 0.45
H -2.36351 -1.72587 -4.75838 0.46
H -0.20770 -1.97264 -6.05002 0.43
C 3.20598 -1.75848 0.10183 -1.21
C 3.59319 1.00109 -0.46855 -1.17
H -3.47601 -0.63613 -2.91965 0.56
H -3.01808 -2.07143 -1.98154 0.44
H 2.12851 1.04997 -3.25603 0.35
H 3.12892 -0.73126 -3.00910 0.42
C -3.76330 -0.93884 0.40658 -1.24
C -3.59455 1.45632 -1.21765 -1.38
H 0.44181 1.66347 -0.82897 0.30
H -0.74820 3.34894 -2.73417 0.32
H 0.30368 2.27811 -3.18832 0.35
H 2.28147 2.27121 -4.26343 0.28
H -0.01640 -1.74738 0.29391 -0.18
H -0.37659 1.57167 -0.99853 0.15
H 4.20650 -1.89748 -0.33176 0.45
H 3.29171 -1.57536 1.18488 0.31
H 2.59808 -2.65715 -0.05799 0.33
H 4.60191 0.61450 -0.66672 0.44
H 3.35529 1.81554 -1.16454 0.29
H 3.53974 1.36657 0.56432 0.32
H -4.60459 1.18546 -1.54840 0.48
H -3.65017 2.10798 -0.33716 0.43
H -3.03807 1.96352 -2.01307 0.30
H -4.80691 -0.90641 0.06006 0.44
H -3.41969 -1.98049 0.49634 0.44
H -3.68277 -0.45886 1.39357 0.24
O 2.83819 1.92446 3.95797 -0.62
S 2.26897 0.61215 3.77017 1.07
O 3.12343 -0.54745 3.73469 -0.61
N 1.26402 0.58540 2.38065 -0.46
C 0.00784 0.39327 2.70722 0.95
O -0.90055 0.22626 1.77007 -0.69
C -0.29168 0.30037 4.12558 0.02
C -1.52721 0.03124 4.73135 -0.48
C -1.54841 -0.13337 6.11414 -0.59
C -0.36203 -0.02411 6.86614 -0.52
C 0.86562 0.24054 6.23628 -0.57
C 0.87978 0.37556 4.85123 0.13
H -2.41357 -0.03265 4.09887 0.47
H -2.48959 -0.34995 6.62030 0.40
H -0.40395 -0.15261 7.94903 0.39
H 1.79282 0.33656 6.79134 0.46
```


Record 2
C18H29N3O2S2 | the ωB97M-V functional and the def2-TZVPD basis

## Properties
Charge: 0
HOMO level: -8.14 eV
SMILES: CCN(CC)S(=O)(=O)c1ccc(C)c(NC(=S)NC2CCCCC2)c1
Energy: -1814.43676 hartree
Energy above the lowest of the compared OMol25 structures with the same formula, charge and spin: 0.00 kcal per mole

```
54
Properties=species:S:1:pos:R:3:mulliken_charge:R:1
C 2.72059 1.58850 -2.29465 -1.17
C 2.72154 0.06242 -2.22141 -0.48
N 3.23652 -0.50898 -0.99880 0.16
C 4.65270 -0.46440 -0.69691 -0.61
C 5.11114 0.80508 0.01612 -0.95
S 2.19551 -0.48342 0.29747 1.37
O 1.57226 0.80194 0.48543 -0.56
O 2.87726 -1.06126 1.41689 -0.74
C 0.91745 -1.61445 -0.24315 -0.67
C 1.17378 -2.96723 -0.32576 -0.51
C 0.14958 -3.81307 -0.72270 -1.06
C -1.12480 -3.33539 -0.99170 1.09
C -2.22583 -4.26930 -1.39196 -1.75
C -1.37737 -1.95604 -0.87287 -0.12
N -2.65338 -1.47141 -1.12533 -0.10
C -3.28593 -0.36404 -0.61966 0.19
S -4.69275 0.10470 -1.35496 -0.44
N -2.77934 0.22683 0.46647 0.09
C -3.32881 1.42072 1.07239 -0.53
C -2.64304 2.68263 0.53269 -0.88
C -1.20478 2.82167 1.02456 0.30
C -1.15289 2.78244 2.54808 -0.88
C -1.75419 1.47861 3.06161 -0.46
C -3.20154 1.33445 2.59355 -1.09
C -0.32904 -1.10224 -0.53259 -0.74
H 2.13743 1.90996 -3.15434 0.42
H 2.27392 1.99398 -1.39106 0.28
H 3.72958 1.97691 -2.40186 0.31
H 3.29613 -0.35744 -3.05398 0.41
H 1.69330 -0.30208 -2.30503 0.23
H 5.19705 -0.60547 -1.63467 0.41
H 4.84628 -1.31962 -0.04434 0.29
H 6.15593 0.70585 0.30112 0.40
H 5.00357 1.68220 -0.61496 0.22
H 4.51315 0.94402 0.91299 0.32
H 2.15475 -3.33691 -0.07909 0.51
H 0.33846 -4.87295 -0.80721 0.35
H -3.09414 -4.14000 -0.74699 0.36
H -1.89359 -5.30117 -1.32368 0.40
H -2.53725 -4.08085 -2.42021 0.38
H -3.21513 -1.97454 -1.79885 0.34
H -1.95207 -0.15766 0.89680 0.25
H -4.38796 1.44895 0.78888 0.40
H -3.22140 3.54714 0.86492 0.43
H -2.67443 2.66110 -0.55847 0.36
H -0.79455 3.76752 0.66559 0.40
H -0.57177 2.02505 0.62948 -0.36
H -0.11708 2.86534 2.87928 0.41
H -1.71229 3.62741 2.95749 0.35
H -1.14555 0.64291 2.70621 0.24
H -1.72714 1.45785 4.15301 0.33
H -3.61992 0.38607 2.93865 0.36
H -3.79699 2.13912 3.02856 0.45
H -0.45294 -0.03146 -0.51107 1.29
```


Record 3
C18H29N3O6 | the ωB97M-V functional and the def2-TZVPD basis

## Properties
Charge: 0
HOMO level: -8.61 eV
SMILES: CCN(CC)C(=O)c1ccc(O)c(OC)c1.CNC(=O)[C@H](CO)NC(C)=O
Energy: -1319.02894 hartree
Energy above the lowest of the compared OMol25 structures with the same formula, charge and spin: 9.61 kcal per mole

```
56
Properties=species:S:1:pos:R:3:mulliken_charge:R:1
C -2.15355 -1.75639 -2.18930 -1.36
C -0.98926 -1.03937 -2.86929 -0.58
N 0.17931 -1.93041 -3.00119 0.31
C 0.05699 -3.14421 -3.82923 -0.62
C -0.41191 -2.82476 -5.24896 -1.13
C 1.28573 -1.78422 -2.15133 -0.12
O 2.04720 -2.72638 -1.96331 -0.66
C 1.64296 -0.49170 -1.53515 -0.28
C 1.97288 -0.41333 -0.17342 -0.58
C 2.28404 0.81935 0.40676 -1.24
C 2.28477 1.97920 -0.36882 0.71
O 2.58354 3.17945 0.21192 -0.62
C 1.98612 1.92993 -1.74020 1.21
O 2.01330 3.12351 -2.43384 -0.52
C 1.49221 3.14529 -3.77125 -0.84
C 1.67900 0.68158 -2.31166 -0.12
H -2.50888 -2.59159 -2.79913 0.31
H -1.84343 -2.14094 -1.21268 0.32
H -2.98660 -1.06312 -2.04160 0.41
H -0.76767 -0.15179 -2.27327 0.36
H -1.30011 -0.67632 -3.85328 0.41
H 1.02166 -3.65392 -3.92291 0.40
H -0.63103 -3.85207 -3.35685 0.38
H -1.43941 -2.45136 -5.24897 0.28
H -0.38126 -3.73095 -5.86083 0.40
H 0.24060 -2.07452 -5.70574 0.28
H 1.99210 -1.31852 0.43009 0.60
H 2.54291 0.87822 1.46128 0.54
H 2.63542 3.84928 -0.49322 0.33
H 2.12136 2.55099 -4.44149 0.33
H 0.46785 2.75971 -3.80066 0.35
H 1.47872 4.17423 -4.14231 0.26
H 1.46154 0.59361 -3.37037 0.48
C -3.70864 -1.08728 4.32809 -0.99
N -2.41800 -0.47721 4.01661 -0.01
C -1.28115 -1.14671 3.79684 0.05
O -1.23081 -2.37234 3.85651 -0.68
C -0.00794 -0.37109 3.41248 0.61
C 0.88535 -0.17249 4.64229 -0.85
O 2.12765 0.39002 4.25540 -0.47
N -0.17263 0.90568 2.68182 0.01
C -0.77559 2.01932 3.09423 1.07
C -0.66862 3.21135 2.17421 -1.23
O -1.38866 2.11368 4.14950 -0.75
H -4.15060 -1.49528 3.41799 0.28
H -4.38047 -0.33950 4.75205 0.35
H -3.57492 -1.89719 5.04814 0.32
H -2.35588 0.53541 4.01755 0.15
H 0.54209 -1.03793 2.74860 0.12
H 1.05901 -1.13838 5.11912 0.44
H 0.38727 0.48802 5.35396 0.41
H 2.64695 0.55987 5.04610 0.29
H 0.33259 0.97788 1.81235 -0.04
H -1.13427 4.07162 2.65328 0.36
H -1.17311 2.99001 1.23604 0.30
H 0.38330 3.42410 1.98705 0.28
```


Record 4
C18H29N3ReS5 | the ωB97M-V functional and the def2-TZVPD basis

## Properties
Charge: +2
HOMO level (spin up / spin down): -13.18 / -13.32 eV
⟨S²⟩: 0.821
Multiplicity: 2
Energy: -2936.23433 hartree
Energy above the lowest of the compared OMol25 structures with the same formula, charge and spin: 46.90 kcal per mole

```
56
Properties=species:S:1:pos:R:3:lowdin_spin:R:1
Re 0.74932 0.64790 1.63072 0.46
C 0.31502 1.42847 -1.35409 0.00
C 1.60073 0.64535 -1.54360 0.01
S 2.18382 -0.23266 -0.02769 0.05
C 1.28684 -1.84756 -0.12808 0.01
C 1.29704 -2.54104 1.22115 0.00
S 0.55688 -1.54040 2.56241 0.00
C -1.21520 -1.65736 2.06873 0.00
C -2.04294 -0.62227 2.79905 0.00
S -1.41972 1.09596 2.60784 0.03
C -2.14832 1.57539 0.97484 0.00
C -1.40669 2.77789 0.41927 0.00
S 0.38338 2.48214 0.16065 0.00
H -0.54928 0.76050 -1.27721 0.00
H 0.17519 2.10378 -2.19870 0.00
H 2.42394 1.31105 -1.80848 0.00
H 1.48790 -0.09808 -2.33462 0.00
H 1.81185 -2.45489 -0.86782 0.00
H 0.26737 -1.66656 -0.48170 0.00
H 2.31110 -2.75715 1.56111 0.00
H 0.74000 -3.47686 1.17740 0.00
H -1.54843 -2.66158 2.33391 0.00
H -1.30635 -1.53862 0.98842 0.00
H -2.02453 -0.79702 3.87388 0.00
H -3.07647 -0.63681 2.45665 0.00
H -3.19232 1.83692 1.15621 0.00
H -2.11419 0.71644 0.29582 0.00
H -1.43620 3.61224 1.12263 0.00
H -1.82161 3.10225 -0.53606 0.00
C -2.06039 -3.71669 -3.19904 0.00
N -2.64188 -2.46406 -3.58183 0.00
C -3.24542 -2.27398 -4.89293 0.00
C -3.63185 -0.78419 -4.89956 0.00
N -3.17162 -0.33450 -3.59523 0.00
C -2.63775 -1.33504 -2.88942 0.00
S -1.99694 -1.13619 -1.36115 0.00
H -2.78228 -4.52110 -3.33616 0.00
H -1.76781 -3.67104 -2.15053 0.00
H -1.18522 -3.93036 -3.81605 0.00
H -4.11111 -2.93373 -5.00108 0.00
H -2.51815 -2.51915 -5.67203 0.00
H -4.70756 -0.63267 -5.00037 0.00
H -3.12414 -0.21852 -5.68493 0.00
H -3.40704 0.56570 -3.21471 0.00
N 1.74154 1.56917 3.04714 0.26
C 2.90627 2.08301 3.25363 0.04
C 3.67372 2.66732 2.17693 0.05
C 4.96321 3.06655 2.38645 0.00
C 5.56103 2.92334 3.64300 0.06
C 4.81503 2.44463 4.72288 0.00
C 3.51147 2.06729 4.55988 0.04
H 3.19128 2.75651 1.21204 0.00
H 5.54392 3.47794 1.57403 0.00
H 6.59117 3.20361 3.78255 0.00
H 5.28048 2.36086 5.69202 0.00
H 2.92196 1.71789 5.39180 0.00
```